(1)
This record from the OMol25 dataset describes a cluster of 2 separate species, C2H3NO3P in total. The level of theory is ωB97M-V with the def2-TZVPD basis set.

Last column: Löwdin charge in e.
Cartesian coordinates (Å):
1 C -2.046 0.005 0.217  0.03
2 C -0.767 0.116 -0.174  -0.30
3 N 0.018 -0.948 -0.559  -0.15
4 O 3.697 -0.232 0.389  -0.56
5 O -0.174 -2.082 -0.084  -0.08
6 O 2.392 1.770 -0.359  -0.56
7 P 2.359 0.407 0.245  0.47
8 H -2.691 0.862 0.318  0.04
9 H -2.470 -0.967 0.421  0.05
10 H -0.318 1.069 -0.414  0.07

Summary:
Charge: -1
HOMO energy (alpha / beta) (eV): -4.0 / -4.0
Lowest unoccupied orbital energy (alpha / beta) (Eh): 0.095 / 0.095


(2)
This record from the OMol25 dataset describes a structure of composition C37H32Cl2N6O5P2STa. The level of theory is ωB97M-V with the def2-TZVPD basis set.

Last column: Löwdin charge in e.
Cartesian coordinates (Å):
1 Ta 0.977 -0.239 0.187  1.88
2 C -0.114 3.459 4.803  0.00
3 N 0.110 3.063 3.435  -0.11
4 C 0.300 3.900 2.389  0.00
5 C 0.475 3.114 1.281  -0.08
6 N 0.393 1.805 1.639  -0.02
7 C 0.173 1.803 2.960  -0.44
8 P 0.035 0.320 4.023  1.22
9 C 1.669 -0.337 3.470  -0.49
10 N 2.112 -0.372 2.206  -0.07
11 C 3.413 -0.767 2.258  -0.08
12 C 3.759 -0.958 3.567  0.00
13 N 2.658 -0.688 4.313  -0.10
14 C 2.577 -0.771 5.749  0.00
15 C -1.080 -0.562 2.851  -0.48
16 N -1.052 -0.538 1.510  -0.04
17 C -2.106 -1.301 1.098  -0.10
18 C -2.785 -1.753 2.193  0.00
19 N -2.130 -1.283 3.282  -0.12
20 C -2.468 -1.553 4.655  -0.01
21 H -0.065 4.544 4.873  0.11
22 H 0.644 3.033 5.463  0.10
23 H -1.097 3.131 5.144  0.11
24 H 0.301 4.966 2.494  0.14
25 H 0.669 3.413 0.272  0.08
26 H 4.018 -0.864 1.375  0.12
27 H 4.694 -1.261 3.994  0.15
28 H 3.286 -1.511 6.116  0.12
29 H 1.570 -1.066 6.043  0.08
30 H 2.820 0.189 6.211  0.11
31 H -2.295 -1.488 0.057  0.10
32 H -3.669 -2.355 2.252  0.14
33 H -3.340 -2.200 4.689  0.11
34 H -2.695 -0.633 5.193  0.10
35 H -1.644 -2.060 5.154  0.09
36 Cl -0.607 -7.683 0.213  0.79
37 C -0.284 -6.005 0.219  -0.64
38 C 0.002 -5.372 1.439  -0.06
39 C 0.289 -4.026 1.438  -0.53
40 Cl 0.676 -3.123 2.842  0.87
41 C 0.306 -3.264 0.262  -0.30
42 O 0.578 -1.978 0.330  -0.32
43 C 0.007 -3.908 -0.964  -0.09
44 C 0.053 -3.093 -2.164  -0.11
45 O 0.305 -1.893 -2.160  -0.07
46 C -0.291 -5.274 -0.966  -0.01
47 H -0.002 -5.947 2.355  0.13
48 H -0.153 -3.615 -3.110  0.16
49 H -0.529 -5.776 -1.891  0.13
50 O 4.308 0.751 -1.098  -0.15
51 S 2.954 0.432 -1.338  0.60
52 O 1.985 1.252 -0.511  -0.47
53 O 2.565 -0.932 -0.890  -0.33
54 C 2.431 0.663 -3.013  -0.27
55 C 3.393 0.806 -3.999  -0.01
56 C 2.998 1.040 -5.309  0.00
57 C 1.650 1.187 -5.604  0.01
58 C 0.697 1.094 -4.601  -0.05
59 C 1.073 0.777 -3.292  -0.31
60 P -0.243 0.736 -2.013  1.09
61 C -1.687 -0.118 -2.735  -0.36
62 C -1.661 -0.806 -3.946  -0.09
63 C -2.822 -1.365 -4.450  -0.03
64 C -4.014 -1.261 -3.751  -0.03
65 C -4.037 -0.616 -2.523  -0.05
66 C -2.878 -0.059 -2.007  -0.14
67 C -0.639 2.525 -2.107  -0.33
68 C -1.934 2.991 -2.312  -0.06
69 C -2.163 4.343 -2.502  -0.04
70 C -1.112 5.243 -2.482  -0.03
71 C 0.180 4.787 -2.262  -0.05
72 C 0.420 3.438 -2.083  -0.13
73 H 4.435 0.748 -3.729  0.13
74 H 3.739 1.132 -6.087  0.13
75 H 1.339 1.385 -6.618  0.13
76 H -0.342 1.285 -4.828  0.13
77 H -0.741 -0.917 -4.498  0.10
78 H -2.801 -1.871 -5.402  0.12
79 H -4.919 -1.676 -4.161  0.12
80 H -4.964 -0.530 -1.979  0.12
81 H -2.887 0.443 -1.047  0.10
82 H -2.767 2.308 -2.354  0.09
83 H -3.168 4.689 -2.684  0.12
84 H -1.290 6.294 -2.642  0.12
85 H 1.004 5.484 -2.253  0.12
86 H 1.436 3.093 -1.934  0.10

Summary:
Charge: +3
HOMO energy (eV): -16.0
Lowest unoccupied orbital energy (Eh): -0.357


Electronic energy, respectively: -19043.4472; -114054.6735 eV.
Molar mass, respectively: 120.024; 986.569 g mol⁻¹.
Relative energy (zero: lowest compared OMol25 entry of this formula, charge and spin), respectively: 95.3; 62.0 kcal/mol.